Entry 1:
DFT (the ωB97M-V functional and the def2-TZVPD basis) results for 5 unconnected molecules or ions with the total composition C12H26FN6O9PSSi in a non-equilibrium geometry.

Summary:
Largest force on an atom ... 2.20 eV/Å
HOMO level ... -7.382 eV
HOMO-LUMO gap ... 7.13 eV

```
57
Properties=species:S:1:pos:R:3:forces:R:3
N -0.528207 1.036316 2.817572 0.8313 -0.5174 -0.3614
P 0.207483 -0.470983 2.328982 0.2597 -1.2385 1.2570
O 1.840324 -0.192009 2.057923 -1.0530 0.7796 -0.3616
Si -0.667039 -1.054290 0.354940 -0.0527 0.9857 -0.5016
S -2.774511 -1.391179 0.731995 -0.1678 -0.2613 0.1571
C -0.545154 0.245822 -1.016463 -0.1598 -0.7450 -0.2632
C 0.684732 0.107797 -1.938045 -0.2204 1.1247 0.0014
C 1.949652 0.795223 -1.407262 0.0229 -0.6119 -1.1195
F 1.625711 1.931827 -0.665130 0.1032 -0.1461 0.4919
C 0.053021 -2.735584 -0.171944 -1.0845 1.8432 0.5178
C -0.781095 -3.606431 -0.839286 -0.1052 -0.8294 -0.3431
C -0.264269 -4.845633 -1.190529 -0.5739 0.7005 0.1990
C 1.032632 -5.061974 -0.826383 1.0023 -1.6457 -0.4639
C 1.812673 -4.124928 -0.191219 -0.1447 0.2161 0.1277
N 1.329024 -2.936655 0.149054 0.4225 -0.2850 0.0129
H -0.826135 0.844751 3.769302 -0.0633 0.2429 -0.0289
H 0.226928 1.725152 2.897143 -0.5684 0.1140 -0.2078
H 1.889052 0.475529 1.356412 0.4882 -0.0552 0.0561
H -3.255675 -0.133811 0.788852 0.4228 -0.0483 -0.0696
H -1.430062 0.119328 -1.653752 0.0297 -0.0975 0.1278
H -0.653985 1.243437 -0.580995 0.2329 -0.0423 -0.0188
H 0.897492 -0.923856 -2.229496 0.0548 0.0028 0.2673
H 0.438886 0.629336 -2.869952 0.1410 -0.4858 0.4009
H 2.608315 0.121300 -0.852351 -0.1835 0.2554 0.4106
H 2.498681 1.163258 -2.279357 0.2120 -0.0834 0.1563
H -1.808024 -3.344896 -1.061177 0.0380 0.1094 0.0429
H -0.857629 -5.598864 -1.690275 0.0824 -0.0196 -0.0614
H 1.479416 -6.017560 -1.053652 0.0853 0.0581 0.0206
H 2.835654 -4.388449 0.057490 0.0072 0.3191 0.0665
C 1.257416 5.007198 5.260059 -0.0560 0.1606 0.1106
N 0.567917 4.199266 4.218672 -0.0369 -0.0006 -0.1028
O -0.531546 4.554602 3.853583 -0.0852 0.1128 0.0080
O 1.157373 3.227792 3.793557 0.2797 0.1736 0.1670
H 0.613687 5.834051 5.536387 -0.0488 -0.0396 -0.0613
H 1.442264 4.355186 6.108726 0.0924 -0.0434 -0.0693
H 2.189137 5.363759 4.830813 0.0358 -0.1137 0.0153
C -1.389789 -8.765980 -0.963398 -0.0552 0.1666 0.1483
N -0.175604 -8.771605 -1.825898 -0.0011 0.0138 0.0455
O 0.609703 -7.851918 -1.696119 -0.1238 -0.3431 -0.1437
O -0.056339 -9.695699 -2.597799 0.0236 0.0282 0.0012
H -1.359409 -7.886620 -0.329308 0.0688 -0.0020 -0.0336
H -2.255317 -8.745015 -1.619249 0.0223 -0.1203 -0.0125
H -1.371701 -9.675035 -0.369823 -0.0398 -0.0503 -0.0960
C 0.289407 3.416916 -3.178846 -0.1170 0.1554 0.0857
N -0.356176 2.556877 -4.207370 -0.0815 0.3919 -0.0102
O -1.435951 2.902408 -4.637418 0.0234 -0.1370 -0.0176
O 0.249410 1.559312 -4.546517 -0.0475 0.1743 -0.4427
H -0.357909 4.261749 -2.975795 -0.0426 -0.0447 -0.0386
H 0.429438 2.812743 -2.285626 0.0654 0.0713 -0.0800
H 1.243324 3.746062 -3.580427 0.0523 -0.1173 0.0293
C -1.967035 6.303651 1.235996 -0.1219 0.0905 0.1808
N -0.670478 6.265421 0.508030 -0.0371 0.0538 0.0797
O 0.043381 7.244949 0.574333 0.0317 -0.0669 -0.0356
O -0.412639 5.246419 -0.097370 0.0229 0.0162 -0.0868
H -2.055576 7.262578 1.733313 0.0819 0.0109 -0.0426
H -2.762630 6.168848 0.509000 0.0602 -0.1159 -0.0242
H -1.952245 5.490114 1.956095 -0.0251 -0.0648 -0.0866
```
Positions in Å, forces in eV/Å.

These are the natural (NBO) partial charges, in e, on atoms 1 to 8: atom 1 (N): -1.154, atom 2 (P): 0.798, atom 3 (O): -0.954, atom 4 (Si): 1.127, atom 5 (S): -0.465, atom 6 (C): -0.900, atom 7 (C): -0.465, atom 8 (C): 0.038



Entry 2:
DFT (the ωB97M-V functional and the def2-TZVPD basis) results for a molecular structure, C29H41N7O2S3V in a non-equilibrium geometry.

Summary:
Largest force on an atom ... 2.14 eV/Å
HOMO level (alpha / beta) ... -15.852 / -15.851 eV
Total charge ... +3
HOMO-LUMO gap (alpha / beta) ... 7.40 / 7.78 eV
Multiplicity ... 3

```
83
Properties=species:S:1:pos:R:3:forces:R:3
V 0.165034 0.467102 -0.692431 0.3237 -0.1507 -0.3696
C -1.504414 1.061228 -3.152331 0.4502 1.1848 -1.2884
C -2.556189 0.030620 -3.035060 -0.2233 -0.5021 -0.0036
C -2.472891 -0.896412 -1.881013 0.2466 0.1962 -0.0066
C -3.495900 -1.812378 -1.757212 -0.6009 0.2209 -0.4108
C -3.527311 -2.638930 -0.682055 -0.1014 -1.5861 0.6709
C -2.483205 -2.592336 0.230048 0.2428 0.0872 0.7091
C -1.481851 -1.663555 0.046581 -1.0934 -0.0093 -0.0065
N -1.493286 -0.791471 -0.969039 -0.3130 -0.1615 -0.3769
N -1.096253 1.746515 -1.931834 -0.2344 0.9024 1.1796
C -2.233952 2.166025 -1.053462 0.1937 0.5395 -1.1784
C -1.594504 2.711760 0.175579 -0.2186 0.6133 0.4776
C -2.094616 3.825685 0.845627 1.0566 -1.0776 0.1516
C -1.366819 4.270498 1.928756 0.3541 0.2045 0.4004
C -0.207884 3.609180 2.333412 -0.0542 0.6175 0.5261
C 0.215675 2.531642 1.606772 -0.2321 0.0014 -0.0208
N -0.454046 2.096709 0.537494 -0.3644 -0.1007 -0.4688
C -0.316003 2.976222 -2.290360 -0.1762 0.3225 -0.7986
C 1.073942 2.541175 -2.663715 -0.4342 0.0069 0.2529
C 1.855220 3.162214 -3.606727 0.0689 0.2709 -0.1183
C 3.146559 2.681357 -3.791074 -0.6722 -0.3129 -0.0721
C 3.609319 1.569146 -3.096454 -0.5406 0.9380 0.1895
C 2.752424 1.020183 -2.170673 0.1265 -0.5738 0.3168
N 1.511279 1.483330 -1.964213 -0.0010 -0.1669 0.0825
H -1.853733 1.786403 -3.910335 0.0200 0.0080 0.3700
H -0.589636 0.684889 -3.582323 0.3446 -0.5346 -0.1787
H -2.524222 -0.556687 -3.957014 -0.1613 0.0281 0.0255
H -3.549465 0.465338 -2.979136 -0.1751 0.2564 -0.2247
H -4.326810 -1.830915 -2.459310 0.3497 0.0746 -0.1119
H -4.313175 -3.398537 -0.592024 0.2166 0.4755 0.1462
H -2.474492 -3.184632 1.139855 0.0100 -0.1129 -0.2537
H -0.728039 -1.503026 0.777332 0.6293 -0.1813 0.6627
H -2.844552 1.297803 -0.845360 -0.1885 -0.1223 0.1235
H -2.859143 2.920798 -1.590815 0.3506 -0.4434 0.5166
H -3.007368 4.288988 0.565632 -0.5680 0.3408 -0.3565
H -1.668969 5.155486 2.459502 -0.2021 0.1589 0.1744
H 0.359627 3.949363 3.209985 -0.2928 -0.1537 -0.5121
H 1.090960 1.977879 1.859162 0.3424 -0.1872 0.1467
H -0.257453 3.746296 -1.495783 -0.1046 -0.8091 -0.0370
H -0.840276 3.504393 -3.114444 0.3951 -0.3705 0.2000
H 1.438573 3.998669 -4.177569 0.3725 -0.3072 0.1936
H 3.758207 3.124639 -4.530876 0.6235 0.4784 -0.5838
H 4.616937 1.252390 -3.262950 0.2874 -0.4662 0.1010
H 3.010094 0.157938 -1.555402 0.0977 0.1987 -0.3769
C 0.371931 -0.606868 6.349123 -0.7265 0.9099 -1.1360
C -0.744973 -1.413396 5.614572 0.1005 0.8190 1.2144
C -1.342651 -0.684650 4.463812 -0.6790 0.1280 0.0483
N -0.900600 -0.654242 3.257276 1.1982 -0.6210 0.0886
N -1.637616 0.055092 2.395624 -1.3252 1.0147 -1.3424
C -2.733278 0.571818 2.898726 0.9010 -0.8005 1.5161
N -3.653868 1.350564 2.233749 -0.0257 -0.0680 0.4341
S -2.830858 0.177664 4.608849 -0.5389 0.4935 -0.2656
H 0.728418 -1.107931 7.210644 0.2658 -0.7279 0.7996
H -0.000897 0.372707 6.694010 0.0961 -0.3373 -0.2315
H 1.234545 -0.428186 5.684307 -0.3698 -0.0585 0.1660
H -1.551726 -1.693859 6.317328 0.4041 0.2441 -0.2258
H -0.327055 -2.329445 5.276173 0.3322 -0.8586 -0.5074
H -3.803895 1.068011 1.288850 -0.0233 -0.1744 -0.5450
H -4.542093 1.501468 2.699846 0.2649 -0.0590 0.0918
O 1.010679 -1.245769 -1.676617 0.0628 -0.8505 0.5737
S 1.281817 -2.628077 -0.959466 0.3557 1.2139 -0.4684
C 2.829028 -3.168135 -1.754087 0.1589 -0.2960 -1.0552
C 2.500555 -4.309017 -2.745131 0.0132 -0.0122 0.1951
C 1.028668 -4.164392 -3.074006 0.2875 0.3504 -0.9625
C 0.333501 -3.899005 -1.782000 -1.1155 0.0968 0.2936
H 3.558971 -3.499840 -1.036731 0.1824 0.1635 0.5274
H 3.211352 -2.312279 -2.322249 -0.1972 0.0882 0.4244
H 2.655026 -5.264646 -2.251963 0.1624 -0.1482 -0.0063
H 3.145677 -4.266193 -3.634466 -0.2056 0.0200 0.3603
H 0.627988 -5.051033 -3.555945 -0.0726 0.0340 -0.2068
H 0.902740 -3.274554 -3.723568 -0.1580 -0.5640 0.0955
H 0.293053 -4.722449 -1.072972 0.4926 -0.3691 0.0826
H -0.723341 -3.638510 -1.879127 0.1484 0.4930 -0.0352
C 2.575311 -1.297137 2.642627 0.6392 -0.7422 -0.7026
S 2.876683 -0.571006 1.034650 -0.2575 0.2891 0.2646
C 3.911913 0.804116 1.525822 -0.5470 0.0139 0.4843
O 1.503272 0.095573 0.714794 0.3725 -0.0401 0.2217
H 3.531153 -1.467422 3.145837 -0.0882 0.0479 -0.1145
H 2.106517 -2.251187 2.421004 -0.1324 -0.1148 0.2043
H 1.915836 -0.677954 3.205648 -0.5094 0.5826 0.3566
H 4.803593 0.418434 2.032270 -0.2262 0.1032 -0.0717
H 3.288202 1.439334 2.165844 0.3544 -0.2047 0.1617
H 4.179042 1.379411 0.662194 0.2548 0.1460 -0.5904
```
Positions in Å, forces in eV/Å.

These are the Löwdin partial charges, in e, on atoms 1 to 8: atom 1 (V): 1.014, atom 2 (C): -0.164, atom 3 (C): -0.101, atom 4 (C): -0.247, atom 5 (C): 0.006, atom 6 (C): -0.008, atom 7 (C): -0.012, atom 8 (C): -0.175